[1]
20
Properties=species:S:1:pos:R:3 method="wB97M-V/def2-TZVPD" e_tot_ha=-436.64898 lumo_energy_ev=-5.32 homo_energy_ev=-11.522 charge=+1 homo_lumo_gap_ha=0.228 relative_energy_kj_mol=307.8
C 2.444 1.344 -0.728
C 1.580 0.927 -1.788
C 2.360 0.729 0.497
C 1.376 -0.180 0.776
C 0.473 -0.014 -1.422
C -2.616 -0.657 1.514
C -0.716 -1.272 0.236
N -1.709 -0.437 0.595
N 0.393 -0.390 -0.094
N -0.567 -0.250 -2.122
H 3.092 2.198 -0.753
H 1.452 1.322 -2.821
H 3.320 0.741 1.058
H 1.142 -0.480 1.820
H -2.790 -1.697 1.917
H -3.177 0.149 1.989
H -1.561 0.514 0.151
H -0.944 -1.552 -0.823
H -0.515 -1.983 0.949
H -0.618 -0.024 -3.109



[2]
21
Properties=species:S:1:pos:R:3 method="wB97M-V/def2-TZVPD" e_tot_ha=-512.00975 smiles="Cn1ccc(=[NH+]C(N)=O)cc1" lumo_energy_ev=-3.92 homo_energy_ev=-13.565 charge=+1 homo_lumo_gap_ha=0.355 relative_energy_kj_mol=44.0
C -0.044 1.209 0.168
C 0.493 -1.157 0.175
C -1.339 0.907 -0.042
C -0.845 -1.403 0.221
C 0.939 0.164 0.103
C 3.217 -0.267 -0.011
C -3.163 -0.626 -0.288
N -1.720 -0.388 0.100
N 4.414 0.393 -0.097
N 2.170 0.642 -0.039
O 3.105 -1.431 -0.081
H 0.112 2.299 0.172
H 1.157 -1.930 0.186
H -2.158 1.692 -0.169
H -1.128 -2.360 0.309
H -3.400 -0.383 -1.291
H -3.547 -1.574 -0.081
H -3.678 -0.077 0.436
H 4.702 1.162 0.420
H 5.272 -0.081 -0.314
H 2.453 1.569 -0.327



[3]
22
Properties=species:S:1:pos:R:3 method="wB97M-V/def2-TZVPD" e_tot_ha=-910.01671 lumo_energy_ev=-4.07 homo_energy_ev=-11.784 charge=+1 homo_lumo_gap_ha=0.283 relative_energy_kj_mol=539.2
C 0.119 -2.582 1.907
C 0.465 -1.633 0.958
C -1.240 -2.476 2.076
C -0.700 -0.919 0.746
C 1.211 1.512 -1.283
C -0.981 0.572 -0.400
C -2.413 0.930 -0.659
N 0.765 1.836 0.085
N -0.295 1.410 0.414
N 2.661 1.234 -1.218
O -1.801 -1.470 1.358
S -0.056 0.319 -1.942
H 0.653 -3.467 2.236
H 1.382 -1.291 0.707
H -2.005 -3.101 2.564
H 1.135 2.359 -1.921
H -2.951 0.086 -1.053
H -2.325 1.793 -1.343
H -2.807 1.248 0.275
H 2.907 1.044 -2.166
H 2.951 0.557 -0.439
H 3.326 2.040 -0.906